(1)
Molecular formula: C15H55F3N24O12P
Method: DFT, wB97M-V/def2-TZVPD

Last column: Mulliken charge in e.
Positions of all 110 atoms, in Å:
F (-1.374, 1.590, 1.975)  -0.305
C (-1.343, 1.420, 0.682)  0.874
F (-2.428, 0.802, 0.310)  -0.318
F (-1.368, 2.603, 0.115)  -0.277
C (-0.100, 0.711, 0.241)  -1.027
C (1.145, 1.465, 0.758)  1.389
P (1.921, 0.708, 2.216)  0.101
H (-0.109, -0.344, 0.489)  0.587
H (-0.077, 0.771, -0.835)  0.334
H (0.939, 2.498, 0.998)  0.002
H (1.910, 1.405, -0.011)  -1.179
H (2.547, 1.741, 2.948)  0.249
H (2.949, -0.170, 1.861)  0.156
H (1.012, 0.096, 3.084)  0.153
C (-3.199, -3.300, 1.660)  0.587
O (-3.274, -4.513, 1.647)  -0.743
N (-3.123, -2.555, 0.516)  -0.318
N (-3.196, -2.578, 2.821)  -0.286
H (-3.065, -1.553, 0.509)  0.112
H (-3.126, -3.050, -0.358)  0.166
H (-3.255, -3.093, 3.682)  0.220
H (-3.139, -1.577, 2.855)  0.146
C (5.452, 2.676, 3.193)  0.657
O (4.393, 2.312, 3.696)  -0.677
N (5.739, 2.364, 1.899)  -0.022
N (6.382, 3.389, 3.870)  -0.394
H (6.589, 2.629, 1.434)  0.155
H (5.055, 1.833, 1.390)  -0.107
H (6.178, 3.625, 4.825)  0.253
H (7.250, 3.690, 3.469)  0.161
C (-6.966, -6.347, 1.337)  0.609
O (-8.043, -6.650, 1.831)  -0.710
N (-6.661, -6.605, 0.032)  -0.318
N (-5.990, -5.721, 2.046)  -0.265
H (-5.785, -6.362, -0.389)  0.145
H (-7.360, -7.062, -0.525)  0.211
H (-6.189, -5.516, 3.008)  0.184
H (-5.101, -5.449, 1.659)  0.198
C (3.798, 2.685, -1.228)  0.227
O (3.851, 2.103, -0.131)  -0.059
N (4.637, 3.682, -1.560)  -0.240
N (2.895, 2.353, -2.181)  -0.222
H (4.608, 4.161, -2.450)  0.126
H (5.323, 3.952, -0.876)  0.246
H (2.252, 1.612, -1.969)  0.099
H (2.847, 2.806, -3.080)  0.185
C (-7.180, -1.091, 1.242)  0.591
O (-8.278, -0.716, 0.873)  -0.655
N (-6.897, -1.357, 2.547)  -0.196
N (-6.140, -1.282, 0.370)  -0.316
H (-6.007, -1.681, 2.874)  0.099
H (-7.640, -1.217, 3.218)  0.113
H (-6.318, -1.105, -0.602)  0.181
H (-5.230, -1.589, 0.652)  0.240
C (7.959, 0.744, -1.087)  0.617
O (8.301, 1.700, -1.768)  -0.745
N (6.672, 0.618, -0.661)  -0.002
N (8.808, -0.258, -0.732)  -0.395
H (6.332, -0.159, -0.123)  0.143
H (6.024, 1.333, -0.940)  -0.246
H (9.760, -0.187, -1.042)  0.247
H (8.533, -1.051, -0.182)  0.164
C (5.483, 3.964, -5.337)  0.383
O (4.570, 3.739, -4.538)  -0.678
N (5.486, 3.508, -6.605)  -0.295
N (6.567, 4.694, -4.952)  -0.303
H (6.238, 3.668, -7.253)  0.188
H (4.697, 2.962, -6.902)  0.182
H (6.572, 5.021, -4.003)  0.134
H (7.345, 4.915, -5.546)  0.242
C (8.737, 1.722, -6.017)  0.554
O (8.252, 1.858, -7.131)  -0.659
N (9.926, 1.083, -5.812)  -0.371
N (8.132, 2.204, -4.898)  -0.190
H (10.341, 0.965, -4.907)  0.164
H (10.399, 0.721, -6.620)  0.236
H (7.256, 2.676, -5.020)  0.227
H (8.510, 2.121, -3.969)  0.190
C (4.513, -1.779, -1.770)  0.603
O (3.925, -1.842, -0.699)  -0.658
N (4.712, -0.594, -2.414)  -0.267
N (5.015, -2.880, -2.397)  -0.420
H (5.194, -0.502, -3.289)  0.167
H (4.349, 0.226, -1.966)  0.214
H (4.882, -3.766, -1.945)  0.254
H (5.500, -2.847, -3.274)  0.160
C (-10.294, -0.608, 4.533)  0.649
O (-9.183, -0.126, 4.690)  -0.667
N (-11.125, -0.890, 5.578)  -0.389
N (-10.782, -0.900, 3.295)  -0.340
H (-12.040, -1.285, 5.469)  0.165
H (-10.789, -0.683, 6.501)  0.223
H (-10.188, -0.701, 2.505)  0.217
H (-11.689, -1.297, 3.135)  0.169
C (0.560, 5.033, 2.921)  0.698
O (1.680, 5.495, 2.990)  -0.619
N (-0.171, 4.696, 4.025)  -0.403
N (-0.063, 4.802, 1.720)  -0.381
H (-1.100, 4.320, 3.986)  0.170
H (0.254, 4.856, 4.921)  0.220
H (0.442, 5.049, 0.888)  0.183
H (-0.987, 4.423, 1.636)  0.139
C (-10.973, -5.460, -0.764)  0.563
O (-11.718, -4.818, -1.482)  -0.662
N (-10.091, -4.884, 0.099)  -0.241
N (-10.956, -6.830, -0.760)  -0.344
H (-9.472, -5.418, 0.684)  0.175
H (-10.070, -3.881, 0.137)  0.116
H (-11.591, -7.299, -1.378)  0.202
H (-10.356, -7.372, -0.166)  0.194

Calculated values
HOMO-LUMO gap, eV: 7.85
Spin multiplicity: 1
Net charge: +1
LUMO level, eV: -2.46



(2)
Molecular formula: C15H60N30O15
Method: DFT, wB97M-V/def2-TZVPD

Last column: Mulliken charge in e.
Positions of all 120 atoms, in Å:
C (-1.451, -3.915, -3.953)  0.403
O (-1.613, -5.107, -3.614)  -0.727
N (-2.468, -3.141, -4.392)  -0.253
N (-0.188, -3.420, -4.043)  -0.083
H (-2.328, -2.160, -4.537)  0.063
H (-3.337, -3.548, -4.683)  0.222
H (0.519, -4.092, -3.828)  0.226
H (0.068, -2.437, -3.998)  0.005
C (1.441, -0.569, -3.644)  0.678
O (0.843, -0.932, -4.670)  -0.832
N (0.955, 0.368, -2.789)  0.720
N (2.627, -1.117, -3.193)  -0.169
H (0.162, 0.924, -3.060)  -0.252
H (1.546, 0.726, -2.046)  -0.488
H (2.856, -0.990, -2.227)  0.070
H (3.212, -1.586, -3.859)  0.261
C (-1.172, -2.580, 5.054)  0.383
O (-2.079, -3.045, 5.751)  -0.724
N (0.075, -2.286, 5.516)  -0.302
N (-1.437, -2.369, 3.727)  -0.147
H (0.740, -2.164, 4.773)  0.281
H (0.213, -2.690, 6.426)  0.231
H (-2.333, -2.665, 3.385)  0.205
H (-0.869, -1.957, 2.996)  0.048
C (3.382, 3.845, 0.695)  0.025
O (4.224, 4.521, 1.308)  -0.755
N (2.801, 2.720, 1.194)  0.484
N (2.911, 4.244, -0.532)  -0.076
H (3.092, 2.320, 2.067)  0.197
H (2.192, 2.178, 0.610)  -0.277
H (3.450, 5.085, -0.701)  0.258
H (2.644, 3.655, -1.306)  0.107
C (-0.319, -0.975, 0.006)  -0.422
O (-0.173, -1.574, 1.081)  -0.650
N (-0.365, -1.648, -1.180)  1.184
N (-0.554, 0.375, -0.018)  1.739
H (-0.512, -1.264, -2.097)  -0.522
H (-0.203, -2.638, -0.975)  -0.345
H (-0.460, 1.010, 0.765)  -0.525
H (-0.600, 0.715, -0.968)  -0.467
C (3.194, 0.723, 0.000)  -0.132
O (2.536, 1.513, -0.688)  -0.541
N (4.441, 1.014, 0.479)  -0.275
N (2.723, -0.506, 0.325)  1.284
H (4.854, 0.625, 1.305)  0.167
H (4.953, 1.771, 0.063)  0.287
H (3.313, -1.267, 0.603)  0.272
H (1.736, -0.657, 0.184)  -0.768
C (-0.346, 4.103, 1.496)  0.035
O (-0.379, 2.875, 1.271)  -0.136
N (-0.352, 4.527, 2.795)  -0.316
N (-0.293, 5.067, 0.537)  -0.280
H (-0.541, 5.476, 3.063)  0.196
H (-0.120, 3.890, 3.553)  0.007
H (0.023, 4.778, -0.378)  0.103
H (-0.337, 6.049, 0.724)  0.158
C (-2.212, 0.330, -4.738)  0.196
O (-1.841, 0.245, -3.557)  0.013
N (-3.127, 1.312, -5.103)  -0.468
N (-1.590, -0.226, -5.823)  -0.316
H (-3.342, 1.398, -6.078)  0.165
H (-3.848, 1.483, -4.420)  0.211
H (-1.798, 0.173, -6.714)  0.200
H (-0.702, -0.681, -5.638)  0.361
C (-3.776, 2.797, -1.195)  0.598
O (-3.223, 3.512, -2.045)  -0.724
N (-4.594, 3.236, -0.199)  -0.437
N (-3.492, 1.455, -1.111)  -0.173
H (-4.881, 2.499, 0.414)  0.168
H (-4.738, 4.219, -0.066)  0.236
H (-3.014, 0.944, -1.835)  -0.058
H (-3.567, 0.930, -0.257)  0.209
C (-3.692, -4.599, -0.474)  0.480
O (-4.506, -5.211, 0.223)  -0.682
N (-4.063, -3.442, -1.132)  -0.224
N (-2.361, -4.872, -0.627)  -0.058
H (-3.319, -2.941, -1.580)  0.143
H (-4.984, -3.061, -1.198)  0.192
H (-2.035, -5.705, -0.167)  0.180
H (-1.873, -4.497, -1.414)  -0.123
C (-2.286, 1.836, 4.765)  0.508
O (-2.618, 1.152, 5.758)  -0.719
N (-1.882, 1.193, 3.650)  0.002
N (-2.361, 3.193, 4.824)  -0.329
H (-2.092, 1.595, 2.752)  0.000
H (-1.892, 0.196, 3.829)  0.100
H (-2.511, 3.815, 4.051)  0.236
H (-2.847, 3.403, 5.686)  0.262
C (1.976, -4.397, -1.231)  0.615
O (1.088, -4.120, -0.420)  -0.572
N (1.765, -5.042, -2.433)  -0.516
N (3.327, -4.313, -0.930)  -0.429
H (2.518, -5.086, -3.090)  0.165
H (0.802, -5.308, -2.591)  0.295
H (3.941, -4.072, -1.689)  0.209
H (3.586, -3.980, -0.017)  0.216
C (1.442, 1.575, 4.521)  0.335
O (1.236, 2.698, 5.005)  -0.764
N (1.218, 1.339, 3.205)  1.522
N (2.000, 0.564, 5.218)  -0.178
H (1.538, 0.463, 2.811)  -0.246
H (0.791, 2.092, 2.694)  -0.804
H (2.320, -0.206, 4.657)  -0.022
H (2.158, 0.609, 6.203)  0.239
C (0.504, 3.812, -3.009)  0.464
O (1.696, 3.919, -3.281)  -0.703
N (-0.037, 3.164, -1.929)  1.167
N (-0.545, 4.211, -3.775)  -0.282
H (-1.028, 3.000, -2.005)  -0.061
H (0.393, 2.767, -1.112)  -0.929
H (-1.484, 4.000, -3.470)  0.102
H (-0.415, 4.740, -4.617)  0.223
C (2.779, -1.961, 3.114)  0.479
O (3.111, -0.797, 2.836)  -0.805
N (1.751, -2.732, 2.613)  0.030
N (3.459, -2.620, 4.091)  -0.320
H (1.071, -2.438, 1.905)  -0.091
H (1.683, -3.708, 2.840)  0.259
H (4.147, -2.067, 4.575)  0.262
H (3.377, -3.583, 4.354)  0.157

Calculated values
HOMO-LUMO gap, eV: 8.21
Relative energy (zero: lowest compared OMol25 entry of this formula, charge and spin), kJ/mol: 359.6
Spin multiplicity: 1
Net charge: 0
LUMO level, eV: -0.34



Number 1: molecular weight 851.7 g/mol. Number 2: molecular weight 900.8 g/mol.